A 9-piece molecular cluster, C33H81O21P3 overall at a distorted geometry. Source: OMol25; level of theory: wB97M-V/def2-TZVPD.

Atoms and positions in Å:
C 1.797188 -0.021610 -0.984164
O 1.131748 -0.052480 0.212206
P 0.027218 1.082480 0.566506
O -0.908762 1.301370 -0.592724
O -0.717432 0.286650 1.785846
C -1.725742 -0.715170 1.529916
O 0.772778 2.360640 1.381276
C 0.183038 3.638570 1.289196
H 2.444158 0.853660 -1.042734
H 1.114788 0.005400 -1.833704
H 2.330378 -0.961490 -1.127124
H -1.390222 -1.430840 0.779366
H -2.540432 -0.117320 1.121306
H -2.207142 -1.218200 2.368556
H 0.670448 4.257890 0.536216
H 0.230718 4.097260 2.276836
H -0.866382 3.560250 1.005166
C 1.380368 5.983430 -2.240224
O 0.024868 5.478940 -1.969314
P -1.264722 6.315510 -1.412154
O -1.503302 6.354910 0.046736
O -2.495632 5.616310 -2.264014
C -2.955902 4.291900 -1.906104
O -1.204292 7.776040 -2.219504
C -1.333152 7.772510 -3.608204
H 1.584288 6.067950 -3.307644
H 2.220518 5.464450 -1.778804
H 1.609048 6.965430 -1.826124
H -2.440852 3.701180 -1.148564
H -3.006052 3.730820 -2.839254
H -3.989612 4.188860 -1.576074
H -0.910662 6.824730 -3.941844
H -0.771112 8.660170 -3.898494
H -2.378832 7.905630 -3.885574
C 8.636958 1.922530 -0.618884
O 7.511858 1.448380 -1.404034
P 6.049858 1.421500 -0.735374
O 4.944538 1.210960 -1.704484
O 5.986378 2.857800 -0.031304
C 5.764928 4.030350 -0.775354
O 6.120868 0.342060 0.407846
C 4.960448 -0.321070 0.926716
H 8.492198 1.961290 0.460766
H 9.081888 2.857710 -0.958844
H 9.400378 1.154950 -0.745804
H 6.468068 4.027940 -1.608224
H 5.782678 5.004730 -0.287114
H 4.816888 3.888300 -1.294144
H 4.595998 -0.922470 0.093896
H 4.149238 0.392220 1.072536
H 5.378618 -0.893130 1.754956
C -4.896622 0.048750 -1.311444
C -3.807262 -0.945150 -1.691854
C -4.537352 -2.231760 -2.156404
O -5.856532 -2.104970 -1.687524
C -6.206492 -0.719460 -1.473484
H -4.714332 0.872030 -2.002144
H -4.616972 0.490100 -0.354834
H -3.116362 -0.996190 -0.850324
H -3.169302 -0.633740 -2.518974
H -4.158672 -3.113310 -1.639134
H -4.605662 -2.331590 -3.239664
H -6.830042 -0.629410 -0.583994
H -6.718832 -0.286880 -2.332834
C -1.758602 2.302520 5.815636
C -0.350682 2.109370 5.813096
C -0.121992 1.050110 4.787046
O -1.354922 0.275450 4.875696
C -2.428062 1.142470 5.272926
H -2.034202 3.265200 5.385056
H -2.087152 2.392720 6.851016
H 0.142558 1.818380 6.740536
H 0.095348 3.018910 5.410736
H 0.750288 0.403580 4.883176
H -0.013542 1.431750 3.771816
H -2.903612 0.599880 6.089956
H -3.055612 1.443530 4.434086
C -3.680262 4.198870 1.988136
C -4.923442 3.760200 1.287646
C -5.784242 3.017050 2.300136
O -5.516702 3.835760 3.456506
C -4.376162 4.674730 3.275026
H -3.027232 4.938410 1.524756
H -2.953332 3.394880 2.103346
H -4.849352 3.075300 0.442946
H -5.396492 4.647180 0.866236
H -5.351802 2.031970 2.475376
H -6.818822 2.982420 1.958746
H -3.627282 4.647720 4.066586
H -4.824302 5.668320 3.281746
C -3.112012 -4.918920 -4.850894
O -1.773202 -4.536780 -4.400254
C -0.976752 -5.540120 -3.838614
C 0.320068 -4.961030 -3.305704
O 0.088708 -4.179260 -2.058134
C -0.641452 -2.980590 -2.301944
H -3.261732 -5.406140 -5.814384
H -3.849812 -4.126960 -4.722204
H -3.468622 -5.737440 -4.225644
H -0.737362 -6.316100 -4.565694
H -1.538242 -5.937120 -2.992914
H 0.718348 -4.300170 -4.075604
H 1.092278 -5.728960 -3.351384
H -0.179432 -2.462000 -3.142004
H -0.513002 -2.311270 -1.451294
H -1.672342 -3.138360 -2.618904
C 3.193818 -3.920930 -0.021634
O 4.508668 -3.803980 -0.648464
C 5.485678 -4.682600 -0.177944
C 6.574188 -4.899850 -1.227984
O 7.467028 -3.850540 -1.429804
C 6.908588 -2.563520 -1.725444
H 2.892348 -4.946690 -0.233874
H 2.643028 -3.222960 -0.652164
H 3.356768 -3.587380 1.003206
H 5.044608 -5.574220 0.267666
H 6.058888 -4.173470 0.596856
H 6.239138 -5.158470 -2.232454
H 7.256208 -5.675720 -0.880144
H 6.564258 -2.207950 -0.754314
H 6.202198 -2.637440 -2.552274
H 7.675508 -1.911810 -2.144014
C -3.498022 -4.744670 1.533026
O -2.426902 -5.540510 2.024886
C -1.281082 -5.583030 1.137666
C 0.105778 -5.521760 1.880186
O 0.215598 -4.632810 2.963876
C -0.021032 -3.259480 2.733476
H -3.268342 -3.697920 1.732196
H -4.440582 -4.754460 2.080386
H -3.708072 -4.983130 0.490386
H -1.283722 -4.798410 0.381046
H -1.385992 -6.554770 0.655136
H 0.867928 -5.396170 1.111126
H 0.197488 -6.454190 2.437196
H 0.190818 -2.611650 3.584076
H -1.063382 -3.074680 2.473746
H 0.664058 -2.948650 1.944716

Cartesian forces (eV/Å) of the 3 atoms listed first:
C 0.8 0.2 -2.4
O -1.5 1.2 2.6
P -1.5 -1.3 0.5

Output
Electronic energy   -106394.9952 eV
SMILES   COP(=O)(OC)OC.COP(=O)(OC)OC.COP(=O)(OC)OC.C1CCOC1.C1CCOC1.C1CCOC1.COCCOC.COCCOC.COCCOC
LUMO level   0.4 eV
Largest force on an atom   0.0975 Eh/bohr
Kohn-Sham gap   9.73 eV

=====

C33H82CaN5O13 as an isolated structure at a distorted geometry. Source: OMol25; level of theory: wB97M-V/def2-TZVPD.

Atoms and positions in Å:
Ca 2.153921 3.719395 -2.396742
C -0.590601 0.558763 -1.281778
C -0.004104 1.865819 -1.859507
O 0.258161 2.783545 -1.045790
O 0.673403 1.858479 -2.905199
H -1.681443 0.637167 -1.353451
H -0.276295 0.507094 -0.244877
H -0.416269 -0.303870 -1.921603
C -4.420095 -0.619231 -3.386557
O -4.122315 -0.611218 -4.805066
H -4.668234 0.375051 -3.004584
H -5.292363 -1.253512 -3.255998
H -3.442571 -0.840585 -2.957411
H -4.661446 -1.286733 -5.218852
C -0.352257 -8.033850 0.645510
O -1.055211 -6.828094 0.931310
C -2.435482 -7.126668 1.179406
C -3.211938 -6.513216 2.350013
N -3.875691 -5.213188 2.154412
C -4.878718 -5.177143 1.077231
C -5.622784 -3.830239 1.284879
O -4.670757 -2.909997 0.677703
C -5.190302 -1.713980 0.133131
H -0.865307 -8.643469 -0.099670
H -0.224057 -8.609278 1.565800
H 0.639817 -7.760172 0.288988
H -2.562036 -8.187456 1.424445
H -2.936190 -6.968757 0.217332
H -2.501012 -6.483362 3.174966
H -3.889101 -7.307167 2.667964
H -3.127600 -4.554093 2.016500
H -5.530169 -6.048764 1.099731
H -4.373302 -5.109592 0.112453
H -5.739895 -3.578141 2.336271
H -6.604365 -3.866054 0.808254
H -5.911300 -1.229074 0.793099
H -5.469006 -1.881415 -0.909326
H -4.352071 -1.010865 0.079473
C 3.183288 2.412214 0.387011
O 3.513293 3.326400 -0.673368
C 4.601360 4.135505 -0.334955
C 5.118956 4.910039 -1.523555
N 4.050145 5.393693 -2.455356
C 3.521809 6.708645 -1.976959
C 2.439858 6.597098 -0.911245
O 1.409431 5.695091 -1.304141
C 0.296186 5.874592 -0.384914
H 3.072387 2.875718 1.362745
H 3.938399 1.619854 0.459077
H 2.354303 1.800613 0.032613
H 5.355953 3.481421 0.119064
H 4.441431 4.847621 0.489424
H 5.678031 4.147527 -2.085505
H 5.996460 5.525500 -1.308685
H 4.458648 5.566605 -3.365066
H 3.177089 7.182329 -2.899307
H 4.317140 7.364432 -1.612189
H 2.049688 7.621808 -0.898033
H 2.851212 6.431094 0.086437
H 0.000416 6.915186 -0.531577
H 0.745245 5.799862 0.607633
H -0.529733 5.184987 -0.505685
C 1.603297 -2.334736 -2.401792
O 0.517519 -3.217675 -2.542417
C 0.376611 -4.225107 -1.555644
C -0.353567 -3.678886 -0.291769
N 0.213737 -4.245663 0.915532
C -0.301350 -3.697592 2.188438
C 0.085127 -4.622606 3.314498
O -0.188246 -4.114594 4.606937
C -1.467395 -4.211337 5.141172
H 1.634921 -1.818728 -1.431738
H 1.564048 -1.614058 -3.212778
H 2.555536 -2.874500 -2.326955
H 1.327595 -4.718502 -1.335729
H -0.233401 -5.003426 -2.014917
H -1.392423 -4.036879 -0.298050
H -0.308872 -2.590916 -0.344281
H 0.015506 -5.255829 0.914226
H -1.375624 -3.556637 2.033260
H 0.132222 -2.696320 2.250418
H 1.144183 -4.873775 3.254396
H -0.424447 -5.586756 3.262893
H -2.286068 -3.596211 4.763842
H -1.444939 -3.998857 6.215236
H -1.756696 -5.268880 5.218586
C 0.254917 3.074531 2.569866
O 0.052709 2.586765 3.889086
C 1.281334 2.105384 4.425469
C 1.147123 0.699893 5.043770
N -0.177707 0.584221 5.694086
C -0.642726 -0.786043 5.856019
C -2.195631 -0.736668 5.823967
O -2.648971 -0.112522 4.653127
C -2.392446 -0.790767 3.421847
H 0.564421 2.312624 1.854152
H 0.904587 3.951300 2.470521
H -0.708822 3.476736 2.254491
H 1.574394 2.758790 5.250330
H 2.120860 2.068218 3.728516
H 1.875368 0.401675 5.799619
H 1.151429 -0.103279 4.289529
H -0.800515 1.104638 5.085124
H -0.233927 -1.106874 6.817347
H -0.188838 -1.381413 5.053053
H -2.555707 -0.214828 6.708883
H -2.622439 -1.743748 5.876555
H -2.882305 -1.765022 3.412483
H -1.304135 -0.869798 3.346706
H -2.716599 -0.129048 2.623110
C -1.453653 4.542684 -3.459350
O -0.055811 4.753506 -3.472229
C 0.460228 5.059119 -4.758267
C 1.251642 3.942877 -5.454907
N 2.542253 3.813256 -4.766984
C 3.321338 2.609434 -5.167510
C 4.530800 2.377166 -4.254700
O 4.147380 1.977368 -2.931105
C 3.802252 0.589044 -2.843935
H -2.075493 5.379175 -3.781575
H -1.715919 4.259728 -2.440287
H -1.730893 3.667866 -4.056680
H 1.062114 5.970080 -4.665884
H -0.338216 5.310447 -5.463698
H 1.457685 4.162290 -6.507460
H 0.644407 3.037508 -5.422849
H 3.105444 4.616549 -5.024342
H 3.654414 2.778499 -6.197173
H 2.712528 1.706857 -5.183656
H 5.186646 3.255690 -4.242332
H 5.283025 1.708929 -4.688540
H 3.271619 0.356651 -1.923620
H 4.632631 -0.047674 -3.144150
H 2.997970 0.402656 -3.565738

Cartesian forces (eV/Å) of the 3 atoms listed first:
Ca -1.9 -0.8 0.1
C -1.5 1.1 -1.4
C 3.0 -1.4 1.8

Output
Charge   +1
ΔE to the lowest compared entry with this formula, charge and spin   365.15 kJ/mol
Electronic energy   -88047.2622 eV
LUMO level   -2.4 eV
Largest force on an atom   0.0724 Eh/bohr
Kohn-Sham gap   7.23 eV

=====

A 6-piece molecular cluster, C33H82N6O overall at a distorted geometry. Source: OMol25; level of theory: wB97M-V/def2-TZVPD.

Atoms and positions in Å:
C 4.428329 5.003011 10.393496
C 3.934544 5.321148 9.013955
N 4.156965 4.174554 8.078754
C 5.580439 4.222302 7.640528
C 6.114573 5.453946 6.858172
C 3.384308 4.277454 6.781799
C 2.103062 3.426539 6.963465
H 4.408940 3.953380 10.686777
H 3.832157 5.624100 11.062033
H 5.397765 5.483277 10.260709
H 2.890217 5.633358 9.013401
H 4.353780 6.262704 8.659248
H 6.264409 4.087058 8.478377
H 5.775477 3.333148 7.040979
H 5.631147 5.616607 5.894871
H 6.097692 6.400916 7.397685
H 7.185450 5.311780 6.712868
H 3.980851 4.050946 5.898100
H 3.173754 5.333497 6.612883
H 2.296965 2.387768 7.230815
H 1.475014 3.368230 6.074498
H 1.588931 3.897594 7.801234
C -4.273041 1.090348 1.393333
C -3.118218 1.839505 0.872286
N -1.854986 1.702512 1.627402
C -1.307521 0.373094 1.851486
C -1.056387 -0.449398 0.440978
C -0.779154 2.598534 1.091781
C -1.088823 4.086974 0.925172
H -5.056686 1.113472 0.636060
H -4.729797 1.493906 2.296992
H -4.063874 0.037761 1.584146
H -2.927454 1.639884 -0.182163
H -3.327401 2.901925 0.997231
H -0.441232 0.418464 2.511478
H -2.017374 -0.157104 2.486388
H -0.353570 -0.108516 -0.319250
H -0.687553 -1.442298 0.698274
H -2.054133 -0.684643 0.070458
H -0.603974 2.300983 0.057914
H 0.121862 2.513824 1.699312
H -1.803118 4.307500 0.131910
H -0.269503 4.720721 0.585792
H -1.426351 4.557004 1.848881
C 4.556248 -6.495939 -2.149623
C 3.340192 -6.920384 -2.993524
N 2.450598 -7.885265 -2.318203
C 1.635809 -7.135239 -1.311169
C 1.496416 -7.868905 0.026007
C 1.839961 -8.870525 -3.099380
C 1.127942 -8.344003 -4.321112
H 4.256487 -6.436576 -1.103341
H 4.831464 -5.505951 -2.513312
H 5.398600 -7.176740 -2.272335
H 2.770309 -6.084695 -3.399680
H 3.757900 -7.410391 -3.873017
H 2.193029 -6.212435 -1.149801
H 0.702273 -6.839291 -1.789720
H 0.865120 -7.351257 0.748227
H 1.171810 -8.909444 0.030761
H 2.513636 -7.991014 0.398092
H 1.196956 -9.527636 -2.513846
H 2.638503 -9.532633 -3.434078
H 1.061661 -9.105338 -5.098335
H 1.626823 -7.559632 -4.890291
H 0.203719 -7.891520 -3.961708
C -6.342389 -1.350769 -4.800230
C -4.949556 -0.900269 -5.215957
N -4.292370 -1.626900 -6.297328
C -3.175364 -0.916371 -6.748148
C -1.956372 -0.880019 -5.727126
C -4.076198 -3.007452 -6.048176
C -3.514622 -3.872067 -7.183098
H -6.742041 -0.507371 -4.237162
H -6.255797 -2.259540 -4.204625
H -6.934318 -1.573332 -5.688031
H -5.053815 0.178069 -5.336071
H -4.358478 -1.046030 -4.311813
H -3.451726 0.126143 -6.905898
H -2.972261 -1.272218 -7.758215
H -0.997852 -0.565377 -6.139831
H -1.575732 -1.793866 -5.270948
H -2.211176 -0.233201 -4.887601
H -3.455283 -3.108537 -5.158032
H -4.993114 -3.566349 -5.861114
H -3.149448 -4.885627 -7.017397
H -4.178256 -3.917015 -8.046623
H -2.625343 -3.387059 -7.585660
C 5.653005 -0.316279 0.612653
C 5.086324 1.005424 0.065745
N 5.974156 1.618229 -0.943088
C 7.321947 2.025629 -0.573035
C 7.364125 3.106977 0.574740
C 5.376492 2.495353 -1.957185
C 5.513838 1.903778 -3.343717
H 5.530740 -1.129673 -0.102566
H 5.166751 -0.562165 1.556689
H 6.703905 -0.414521 0.884790
H 4.010503 0.945363 -0.098876
H 5.073647 1.785800 0.826638
H 7.762455 1.082957 -0.248357
H 7.792515 2.368183 -1.494617
H 8.381033 3.311629 0.909585
H 6.841392 4.008350 0.254758
H 6.813283 2.692360 1.419000
H 5.743089 3.479578 -1.665617
H 4.306100 2.661005 -1.835052
H 5.093999 2.543070 -4.120342
H 5.032058 0.926407 -3.370960
H 6.547531 1.654178 -3.583055
C -13.186285 3.499061 -0.726740
N -12.212366 2.947513 0.192068
C -11.395854 1.819226 -0.332643
C -12.505601 2.974059 1.467781
O -13.414286 3.614366 2.001528
H -12.763633 3.899737 -1.648107
H -13.720862 4.380708 -0.373148
H -13.919211 2.797636 -1.125388
H -10.866456 1.146582 0.342188
H -11.972345 1.188296 -1.009173
H -10.620470 2.181455 -1.007673
H -11.821949 2.301930 2.009143

Cartesian forces (eV/Å) of the 3 atoms listed first:
C 0.3 1.4 -0.4
C -1.8 -0.8 -1.5
N 1.3 1.3 -1.6

Output
ΔE to the lowest compared entry with this formula, charge and spin   427.10 kJ/mol
Electronic energy   -46533.1375 eV
SMILES   CCN(CC)CC.CCN(CC)CC.CCN(CC)CC.CCN(CC)CC.CCN(CC)CC.CN(C)C=O
LUMO level   0.3 eV
Largest force on an atom   0.0733 Eh/bohr
Kohn-Sham gap   8.07 eV